Computed, not measured: C48H60MoN3P2SSi as an isolated structure, with ωB97M-V/def2-TZVPD.

Geometry (Å):
C  -2.810  0.855  3.978
C  2.695  -0.107  -0.970
C  -0.818  -3.157  2.234
P  -0.865  -0.372  2.283
P  0.485  2.004  2.044
C  2.737  3.049  3.349
C  -0.041  3.512  -2.346
H  -0.619  -1.260  5.043
C  -4.874  -0.045  2.347
C  2.201  2.570  2.149
C  -0.227  0.985  -4.664
C  0.304  -2.414  -1.668
H  -2.218  -0.603  -4.872
H  -2.947  4.563  -1.361
H  3.557  -4.048  -3.025
H  0.221  1.929  -4.970
H  1.290  -2.475  0.077
H  3.417  -0.594  0.997
S  -1.085  -1.696  -0.910
H  2.571  2.214  0.071
C  -3.559  -0.328  2.022
C  1.595  -0.131  3.369
C  5.298  -0.774  -1.817
H  -3.436  2.355  0.855
C  4.046  3.491  3.397
C  4.297  3.028  1.049
H  -1.540  4.766  -3.372
C  2.984  2.572  1.002
H  0.100  5.404  -3.372
C  -0.493  3.130  4.409
H  -0.318  4.081  -4.443
H  -1.918  3.197  0.491
H  -0.909  -3.059  1.161
H  1.800  2.407  -1.913
H  1.639  -3.559  -4.562
H  -2.042  3.072  -4.914
H  5.676  -1.200  0.253
C  1.567  -3.320  -3.509
H  3.283  -3.447  -0.602
H  -1.596  6.424  2.739
C  -0.660  -2.145  4.417
H  -0.900  -5.301  2.202
H  -2.017  1.196  4.625
H  -0.409  -2.506  -3.681
H  -2.651  1.611  -5.675
H  4.897  3.023  0.149
H  6.298  -1.024  -2.142
C  -1.536  1.178  -3.885
C  -2.551  2.364  0.208
H  0.770  5.113  -1.156
H  -1.120  4.025  6.250
C  -3.908  1.248  -1.494
C  3.066  0.006  -2.320
H  -0.601  -3.498  6.071
H  4.456  3.858  4.328
C  4.944  -0.875  -0.477
C  4.828  3.479  2.245
H  -0.167  2.210  4.880
N  1.426  0.204  -0.563
H  2.334  0.359  -3.033
H  -0.910  4.767  -0.769
C  -0.728  -2.020  3.028
H  -4.504  3.788  -1.104
H  4.608  -0.222  -3.774
H  2.357  0.566  3.706
C  -0.734  -4.540  4.198
C  -0.365  3.278  3.032
C  -5.160  0.707  3.481
C  -1.439  5.334  4.581
C  0.037  4.306  -1.045
C  -0.821  -4.419  2.822
N  1.367  -2.733  -0.903
C  -1.295  5.499  3.211
H  5.850  3.832  2.285
H  1.524  2.633  -3.628
H  2.045  3.993  -2.650
C  -2.519  0.127  2.835
C  0.418  -2.733  -3.029
H  -1.860  6.128  5.182
H  -2.047  1.412  0.487
C  -2.882  2.369  -1.287
C  3.667  -0.545  -0.053
H  1.436  -0.869  4.149
H  -0.620  4.641  1.386
N  0.337  0.600  3.104
C  -1.028  4.152  5.180
H  -3.771  3.784  -2.702
C  1.409  3.102  -2.655
H  -0.735  -5.520  4.656
C  2.512  -3.291  -1.340
C  -0.491  4.485  -3.447
C  -2.460  2.092  -4.709
H  -3.428  2.231  -4.230
C  -0.655  -3.401  4.995
C  4.347  -0.323  -2.728
H  -5.674  -0.403  1.713
H  -3.488  0.251  -1.326
H  0.378  3.677  -0.221
H  1.966  -0.639  2.475
H  -4.348  1.730  5.183
H  -0.430  0.417  -5.578
H  -3.273  -0.131  -3.554
H  -3.345  -0.903  1.125
Si  -1.182  1.941  -2.138
C  -4.130  1.153  4.295
Mo  -0.242  0.592  -0.029
H  -6.186  0.941  3.730
C  2.643  -3.605  -2.663
C  -2.231  -0.190  -3.856
H  -4.736  1.383  -0.788
H  0.515  0.426  -4.088
H  -4.332  1.263  -2.496
C  -3.551  3.700  -1.638
H  2.129  3.087  4.245
H  -1.750  -0.891  -3.189
C  -0.754  4.480  2.443

The LUMO energy (alpha / beta) comes out at -0.0990 / -0.1008 hartree. The gap between HOMO and LUMO (alpha / beta) is 5.84 / 7.21 eV. For the energy relative to the best compared isomer or geometry (same formula, charge and spin), the calculation gives 10.34 kcal/mol. Its charge is +1. The spin multiplicity is 3.

---

Computed, not measured: C48H60N5O3PPtS as an isolated structure, with ωB97M-V/def2-TZVPD.

Geometry (Å):
C  -4.644  -5.024  0.824
H  -2.071  5.739  0.703
H  2.659  -5.604  1.567
H  -0.275  3.580  -4.381
H  -2.499  -2.243  -5.230
H  -4.579  1.685  -1.900
C  -1.044  5.503  -1.838
N  0.523  -0.489  -1.323
P  -1.049  2.674  -1.393
C  -2.923  3.267  -3.569
H  -2.915  4.309  -3.253
C  3.248  1.070  3.636
N  -0.165  1.696  1.819
H  0.970  2.361  -4.604
H  3.767  -4.891  -0.573
C  -3.846  -2.465  0.102
H  -3.944  3.038  -3.881
C  4.629  -3.562  1.852
H  -4.533  -6.858  1.950
C  1.760  -1.341  -3.653
C  -4.369  -2.682  1.371
H  3.389  0.546  4.585
C  -2.464  -1.480  -3.242
H  -0.047  -2.252  -5.492
C  5.515  -1.503  2.796
C  -0.912  -2.123  1.459
C  2.245  5.085  2.310
C  -0.216  -0.969  -2.338
C  -2.572  2.308  -2.420
C  -1.579  4.414  -0.896
H  -1.798  4.086  1.255
H  -3.993  -5.594  -1.144
N  -0.555  1.082  2.936
Pt  -0.873  0.736  0.196
H  4.355  2.546  1.512
C  1.397  4.692  3.344
O  -4.590  -0.607  -1.504
C  -1.015  -1.014  3.967
H  2.885  5.949  2.430
H  -0.142  5.957  -1.429
C  -1.134  -2.374  3.823
H  2.203  -4.561  -1.325
H  -0.682  1.852  -4.275
H  -6.166  -6.305  1.608
H  1.528  -4.532  2.400
C  2.262  4.356  1.131
O  2.256  -0.893  1.410
H  2.934  4.642  0.328
C  0.359  -1.417  -3.534
H  -4.189  3.298  -1.348
C  -3.787  2.293  -1.473
C  1.424  3.266  0.983
C  3.499  -2.919  1.423
H  5.314  0.982  3.085
H  -0.835  5.149  -2.847
H  -3.296  -3.336  -1.798
C  4.358  0.700  2.641
C  0.580  3.582  3.209
H  -2.419  1.314  -2.843
C  -3.696  -3.508  -0.806
H  2.385  -0.039  -0.596
S  -3.690  -0.798  -0.409
H  -0.887  -2.529  0.456
C  -1.659  -1.012  -2.167
H  4.757  -4.620  1.650
H  -1.272  -3.005  4.692
H  -3.540  -1.439  -3.148
C  3.316  -1.491  1.723
H  2.293  3.494  -3.160
H  3.577  -0.778  -2.668
H  2.269  0.806  3.235
H  1.418  2.673  0.085
C  -4.756  -3.961  1.722
C  2.499  -0.855  -2.608
N  -0.769  -0.801  1.585
H  1.642  -2.941  0.446
C  -0.492  -1.899  -4.568
H  0.842  1.634  -2.329
H  6.510  -3.411  2.887
H  3.451  -3.301  -1.274
H  2.169  3.409  -1.423
H  3.226  1.332  0.906
H  1.379  5.253  4.270
C  3.002  -4.126  -0.716
H  1.063  -5.308  0.873
H  3.264  2.145  3.833
H  2.238  -1.658  -4.573
C  0.587  2.871  2.007
O  -3.749  0.055  0.744
H  -1.070  -0.518  4.926
H  -4.490  -1.849  2.053
H  -1.795  6.290  -1.919
H  -0.431  5.123  0.820
H  -3.574  1.904  -0.479
C  -5.162  -6.387  1.191
H  -0.071  3.264  4.009
H  -5.182  -4.139  2.703
H  -5.200  -7.044  0.323
C  -0.797  -0.228  2.825
N  -2.095  -0.545  -1.000
H  6.322  -0.988  3.306
C  1.599  3.606  -2.324
C  0.442  2.616  -2.548
C  -1.870  -1.908  -4.415
C  1.889  -4.843  1.420
H  4.974  1.158  0.601
H  1.281  4.645  -2.312
C  -1.447  4.852  0.562
C  -1.070  -2.945  2.547
C  1.839  -0.435  -1.445
C  4.219  1.479  1.327
C  4.418  -0.789  2.395
C  -4.086  -4.781  -0.434
C  2.444  -3.651  0.632
C  5.630  -2.877  2.551
H  -1.160  -4.012  2.404
C  0.071  2.606  -4.034
H  -2.290  3.164  -4.443
H  -2.646  4.319  -1.063

The LUMO energy (alpha / beta) comes out at -0.2278 / -0.3053 hartree. The gap between HOMO and LUMO (alpha / beta) is 5.74 / 4.70 eV. For the energy relative to the best compared isomer or geometry (same formula, charge and spin), the calculation gives 0.00 kcal/mol. Its charge is +2. The spin multiplicity is 5.

---

Computed, not measured: C48H61N7O2Si2V as an isolated structure, with ωB97M-V/def2-TZVPD.

Geometry (Å):
H  4.636  -3.084  0.515
C  -0.594  1.195  -5.441
H  1.866  -2.277  -2.719
C  -1.913  -0.241  -4.072
H  3.695  -0.807  -6.093
H  -1.861  -1.098  4.576
C  -0.721  3.552  -3.053
C  3.093  1.816  -3.344
C  2.337  -1.884  2.148
C  -3.491  -0.379  3.375
C  0.873  3.322  -1.301
C  -3.485  -0.478  5.812
N  0.949  1.914  1.764
C  -3.421  2.127  -0.237
H  3.248  -1.208  -2.432
H  -0.866  4.426  3.142
C  0.762  4.678  -1.017
H  -4.254  1.935  1.811
C  -2.887  0.350  1.056
C  4.302  1.802  -4.031
H  4.487  -1.425  2.166
H  0.273  1.833  -5.583
O  -0.731  -4.434  -2.569
C  -0.879  -3.441  1.083
C  -1.513  -4.029  2.171
C  2.544  -3.376  2.434
H  1.341  -4.170  -1.228
C  2.071  0.904  -3.622
C  -4.780  0.055  5.853
C  2.387  -4.166  -0.924
H  0.783  -0.466  2.798
C  -2.591  0.196  -6.341
C  -0.787  0.576  -4.198
C  -5.429  0.357  4.654
H  2.635  -3.521  3.522
H  -3.667  -1.079  -4.990
H  -1.338  3.397  1.785
C  -0.106  5.479  -1.746
C  4.530  0.866  -5.030
H  2.951  2.564  -2.572
H  2.687  1.007  0.346
C  3.535  -0.057  -5.326
H  0.288  -2.141  2.870
C  3.141  0.095  -0.049
H  -3.843  3.043  -0.623
C  0.155  2.722  -2.344
C  -0.482  3.803  2.329
H  3.477  -0.059  2.610
H  -2.969  -0.707  6.735
C  -3.640  1.540  1.018
N  -5.963  0.457  8.117
V  -0.445  -0.905  -0.552
H  -2.962  -3.123  3.594
H  0.092  4.428  1.645
H  2.229  2.489  4.034
C  -2.792  -0.609  2.120
C  1.609  3.282  3.604
H  -1.325  1.440  3.422
C  -2.865  -0.694  4.602
H  1.657  1.276  2.105
C  2.888  -2.233  -2.338
C  2.335  -0.034  -4.630
H  4.954  -3.588  -1.149
C  -2.806  -0.431  -5.123
H  1.584  -0.780  -4.868
H  -1.420  -5.057  2.489
H  0.166  1.026  4.288
C  -0.858  4.904  -2.761
H  1.692  -3.970  2.101
H  -2.132  1.411  -1.891
H  -2.089  -0.742  -3.125
Si  2.038  -1.440  0.229
N  -1.223  -2.139  0.957
H  -3.079  -4.192  -2.100
C  -1.476  1.014  -6.497
O  -0.561  -2.345  -1.769
H  -0.491  1.767  0.404
H  2.924  -4.750  -1.687
H  1.348  5.110  -0.213
C  4.459  -2.823  -0.532
H  3.447  -3.778  1.975
H  -1.321  3.134  -3.855
N  -0.010  1.144  1.048
H  -6.440  0.744  4.677
H  3.521  -2.858  -2.987
H  -5.326  0.354  2.526
H  4.963  -1.872  -0.726
H  -3.933  -1.955  -2.038
H  4.145  0.001  0.376
H  -3.512  -2.225  -0.432
H  5.068  2.527  -3.779
H  2.490  -4.698  0.020
C  -1.209  -3.422  -2.072
C  1.136  -1.472  3.012
H  -1.555  5.509  -3.331
H  1.417  -1.508  4.076
H  5.473  0.851  -5.566
N  -3.204  -2.224  -1.395
H  -1.294  1.510  -7.444
Si  0.384  0.832  -2.685
H  -0.718  0.771  1.677
H  3.255  0.259  -1.123
H  -3.281  0.049  -7.164
C  -4.797  0.148  3.446
C  -5.436  0.278  7.108
C  2.968  -2.749  -0.895
H  1.525  2.715  -0.676
C  -2.297  -3.024  2.750
H  -0.747  2.480  4.713
C  -2.536  1.293  -0.901
C  0.397  2.690  2.891
H  2.219  3.851  2.900
N  -2.558  -3.404  -1.754
C  -2.099  -1.859  1.980
H  -0.203  6.535  -1.516
H  -0.189  -3.893  0.388
H  1.293  3.941  4.415
H  3.704  -1.389  3.755
C  -0.422  1.852  3.880
C  3.569  -1.146  2.690
N  -2.176  0.233  -0.130

The LUMO energy (alpha / beta) comes out at 0.1543 / 0.1454 hartree. The gap between HOMO and LUMO (alpha / beta) is 5.13 / 5.86 eV. For the energy relative to the best compared isomer or geometry (same formula, charge and spin), the calculation gives 42.97 kcal/mol. Its charge is -2. The spin multiplicity is 4.

---

Computed, not measured: C48H61O6Pd as an isolated structure, with ωB97M-V/def2-TZVPD.

Geometry (Å):
C  -1.983  -3.413  -1.779
Pd  1.254  1.306  0.257
H  -0.636  -4.787  0.155
H  4.719  1.088  -1.456
H  -3.777  2.310  -3.259
H  4.131  -1.885  0.520
H  6.010  -0.992  4.429
C  -1.624  1.508  1.352
C  -2.066  -0.274  2.900
C  3.759  -0.643  2.733
O  -0.722  2.505  1.064
C  -2.825  2.254  -5.802
H  -4.457  -2.643  0.514
C  -2.193  1.516  -2.094
H  1.418  -0.004  -4.413
H  -3.797  3.956  -4.847
H  -2.504  2.376  -7.932
H  -1.801  -0.788  3.819
H  -0.338  1.164  4.408
H  2.075  1.407  4.821
C  -2.119  1.798  -4.526
H  -1.027  2.596  -6.988
H  -4.012  1.182  -1.069
H  -3.344  -4.100  2.926
H  3.009  -3.006  1.207
C  -4.534  -1.800  3.862
H  -3.812  -1.547  4.639
C  3.002  4.662  2.199
H  -3.668  4.097  -6.606
C  -1.307  0.818  2.531
H  3.463  4.232  3.091
C  2.749  -0.984  1.847
C  -0.836  1.252  -4.514
O  0.533  -0.625  1.136
H  -0.218  -1.970  -3.480
H  3.915  2.771  4.790
H  3.800  4.940  1.510
H  6.810  0.483  4.979
H  -4.648  1.779  -6.899
H  -1.102  3.322  -0.813
H  -0.220  4.305  0.376
H  1.933  1.024  -3.091
H  4.976  2.476  3.416
H  -5.400  -3.345  1.830
H  -1.370  -5.551  -3.402
H  -2.127  -2.668  -2.563
H  -1.718  0.983  -7.183
H  -3.307  2.714  -0.709
O  2.089  3.753  1.597
H  -2.810  -4.128  -1.830
H  -4.807  1.612  -5.147
C  4.332  0.188  -0.976
C  1.357  -0.952  -2.500
C  -2.633  1.053  0.499
C  -3.055  1.658  -0.836
C  -0.565  -4.819  -3.297
C  0.504  -2.025  -2.672
C  2.263  0.728  3.994
C  -0.557  -5.218  -0.844
O  3.866  2.472  1.183
C  4.399  0.437  6.156
C  -3.092  -0.757  2.099
C  4.692  0.733  4.680
C  2.251  -0.984  -1.425
H  -5.255  -0.982  3.798
C  -0.209  0.857  -3.342
H  -2.313  -3.338  1.701
H  1.359  -3.879  0.008
C  -1.963  2.037  -7.045
H  -2.240  4.334  -5.580
C  1.193  0.275  -3.377
C  -1.043  3.607  0.239
C  -2.766  1.908  -3.295
C  -3.154  3.751  -5.704
C  2.249  -2.032  -0.513
H  2.423  5.542  2.478
H  6.321  0.326  3.291
C  3.071  -2.008  0.760
C  -4.900  -2.435  1.489
H  0.389  -5.335  -3.426
H  -2.029  -2.886  -0.824
C  1.373  -3.091  -0.733
H  -5.661  -1.662  1.359
C  -0.636  -4.139  -1.926
C  4.820  2.250  4.472
H  -3.921  0.396  -6.062
H  -1.982  4.068  0.556
H  4.317  -0.639  6.326
C  -0.866  1.014  -2.093
O  -0.297  0.659  -0.992
C  1.459  -0.391  2.002
C  -4.129  1.465  -5.988
C  -3.841  -2.022  2.511
O  2.927  0.193  -1.173
H  0.119  2.273  3.136
C  -0.094  1.221  3.342
H  5.660  2.646  5.051
C  -2.834  -3.174  2.644
C  -3.342  -0.078  0.914
C  0.474  -3.100  -1.787
H  5.204  0.825  6.787
H  4.784  -0.692  -1.441
H  -1.378  -5.927  -0.969
H  -5.064  -2.704  4.176
H  0.381  -5.776  -0.898
H  -4.121  -0.431  0.249
C  2.663  2.593  1.079
H  3.467  0.899  6.482
H  -0.288  1.119  -5.441
H  -0.663  -4.092  -4.104
C  6.032  0.094  4.318
C  1.219  0.464  3.129
C  3.553  0.229  3.798
H  -2.078  -2.958  3.400
H  4.745  -1.060  2.563
H  4.569  0.240  0.088

The LUMO energy (alpha / beta) comes out at 0.0942 / 0.0676 hartree. The gap between HOMO and LUMO (alpha / beta) is 6.61 / 5.87 eV. For the energy relative to the best compared isomer or geometry (same formula, charge and spin), the calculation gives 0.00 kcal/mol. Its charge is -1. The spin multiplicity is 3.

---

> Which of these has the lowest charge?

C48H61N7O2Si2V

---

> Look up the spin multiplicity of the second one.

5

---

> What is the charge in the third record?

-2